129
Properties=species:S:1:pos:R:3 method="wB97M-V/def2-TZVPD" e_above_lowest_kcal_mol=0.00 total_charge=-1 e_lumo_ev=2.05 energy_ha=-2804.869296 homo_lumo_gap_ha=0.2994
C 1.818 0.350 0.918
C 0.561 -0.086 0.196
O -0.171 1.027 -0.280
C -1.290 0.689 -1.068
O -2.284 0.183 -0.275
C -1.873 1.801 -1.952
F -0.838 2.398 -2.565
F -2.718 1.340 -2.944
F -2.502 2.759 -1.160
H 2.136 -0.473 1.548
H 1.704 1.155 1.607
H 2.672 0.527 0.249
H -0.102 -0.753 0.761
H 0.888 -0.677 -0.650
H -1.015 -0.119 -1.760
C 2.722 -0.257 4.236
O 2.342 -1.535 3.717
H 2.311 0.479 3.525
H 3.782 -0.141 4.360
H 2.156 -0.093 5.152
H 2.596 -1.539 2.781
C 4.012 -1.297 -1.550
O 5.129 -2.046 -1.102
H 4.055 -1.254 -2.649
H 4.061 -0.282 -1.142
H 3.070 -1.770 -1.236
H 5.903 -1.521 -1.226
C -4.020 -1.181 2.104
O -5.065 -2.137 2.281
H -3.399 -1.041 2.998
H -4.495 -0.166 1.976
H -3.321 -1.462 1.359
H -5.774 -1.965 1.673
C 2.912 3.486 -0.454
O 4.018 3.750 0.360
H 2.092 3.063 0.166
H 3.116 2.696 -1.171
H 2.569 4.386 -0.972
H 4.375 2.934 0.706
C -0.677 4.083 0.804
O -0.341 2.911 1.503
H -1.747 4.289 0.793
H -0.304 4.055 -0.237
H -0.223 4.957 1.287
H -0.587 2.150 0.951
C -0.927 0.363 3.274
O -0.296 1.364 4.071
H -1.230 0.710 2.268
H -1.791 -0.062 3.746
H -0.205 -0.495 3.141
H 0.249 1.960 3.567
C 5.358 -2.038 2.342
O 4.547 -1.348 1.477
H 6.364 -1.555 2.489
H 5.505 -3.109 2.117
H 4.898 -1.959 3.328
H 4.638 -1.736 0.592
C 2.394 4.552 3.084
O 1.869 3.246 3.070
H 1.906 5.142 3.885
H 2.206 5.042 2.112
H 3.499 4.579 3.170
H 1.302 3.114 2.283
C -4.530 -1.751 -1.338
O -3.300 -1.583 -1.890
H -4.530 -1.769 -0.295
H -5.071 -2.644 -1.782
H -5.060 -0.840 -1.638
H -2.846 -0.992 -1.268
C 1.849 -2.064 -3.896
O 0.911 -1.998 -4.864
H 2.811 -1.678 -4.316
H 1.975 -3.113 -3.613
H 1.574 -1.541 -2.977
H 0.035 -1.763 -4.502
C 2.723 -3.969 1.577
O 1.674 -3.035 1.195
H 3.538 -3.797 0.982
H 2.388 -4.949 1.275
H 2.814 -3.947 2.686
H 1.397 -3.221 0.296
C -1.185 -3.267 2.190
O -0.212 -3.434 3.184
H -1.195 -2.266 1.824
H -2.161 -3.355 2.660
H -1.001 -3.943 1.338
H 0.630 -3.050 2.861
C -0.629 -3.194 -1.172
O 0.648 -3.733 -1.364
H -1.428 -3.936 -1.042
H -0.870 -2.687 -2.125
H -0.708 -2.516 -0.305
H 0.542 -4.374 -2.075
C -5.452 -0.410 -4.520
O -6.372 -1.495 -4.484
H -5.568 0.210 -5.430
H -4.399 -0.677 -4.362
H -5.634 0.245 -3.665
H -6.226 -2.122 -5.219
C -1.727 -0.478 -5.557
O -1.722 -1.076 -4.311
H -2.625 -0.703 -6.071
H -0.943 -0.924 -6.161
H -1.541 0.526 -5.499
H -2.180 -0.567 -3.656
C 1.570 1.259 -3.750
O 1.940 1.021 -2.387
H 1.345 2.301 -3.965
H 0.706 0.620 -4.091
H 2.321 1.107 -4.505
H 1.205 1.201 -1.849
C 5.090 1.629 2.784
O 4.823 1.411 1.419
H 5.411 0.738 3.274
H 4.149 1.935 3.270
H 5.845 2.367 2.901
H 4.540 0.494 1.246
C -5.460 1.624 -0.842
O -6.407 1.440 0.191
H -4.534 1.152 -0.605
H -5.284 2.667 -1.159
H -5.858 1.145 -1.705
H -6.314 0.534 0.484
C -3.604 2.546 1.917
O -3.042 2.792 3.135
H -2.949 1.848 1.397
H -3.692 3.493 1.404
H -4.642 2.115 2.020
H -2.133 2.978 3.095

174
Properties=species:S:1:pos:R:3 method="wB97M-V/def2-TZVPD" total_charge=0 e_lumo_ev=-1.08 energy_ha=-4193.498918 homo_lumo_gap_ha=0.2866
C -2.949 0.719 -5.896
C -2.845 0.093 -4.490
C -1.527 -0.580 -4.186
C -0.416 -0.414 -4.854
C 0.810 -1.147 -4.371
O 1.651 -1.593 -5.096
C 0.893 -1.291 -2.871
C 2.085 -1.268 -2.209
C 2.065 -1.348 -0.848
C 0.932 -1.452 -0.075
C 1.044 -1.481 1.435
C 1.820 -0.313 2.031
C 2.167 -0.331 3.372
C 2.895 0.699 3.913
C 3.312 1.780 3.178
C 4.139 2.919 3.709
C 2.937 1.816 1.856
C 2.214 0.791 1.324
C -0.288 -1.527 -0.745
C -1.581 -1.664 0.056
C -2.236 -0.273 0.271
C -3.775 -0.240 0.467
C -4.387 -1.448 1.224
N -3.700 -1.655 2.514
C -0.279 -1.449 -2.141
C -1.537 -1.502 -2.989
O -2.460 -2.225 -2.798
H -3.057 -0.109 -6.603
H -3.839 1.344 -5.887
H -2.080 1.330 -6.145
H -2.956 0.924 -3.769
H -3.682 -0.574 -4.280
H -0.372 0.256 -5.707
H 3.039 -1.183 -2.713
H 3.016 -1.317 -0.321
H 0.050 -1.438 1.897
H 1.475 -2.421 1.798
H 1.890 -1.153 4.027
H 3.144 0.640 4.969
H 4.575 3.491 2.885
H 4.984 2.577 4.321
H 3.563 3.599 4.332
H 3.268 2.672 1.273
H 1.977 0.865 0.263
H -2.295 -2.352 -0.394
H -1.316 -2.127 1.010
H -1.796 0.209 1.155
H -1.952 0.340 -0.599
H -4.034 0.652 1.056
H -4.326 -0.135 -0.492
H -5.439 -1.198 1.419
H -4.397 -2.330 0.567
H -3.142 -2.495 2.425
H -4.376 -1.884 3.227
O 4.961 -3.106 -0.367
H 4.417 -3.894 -0.488
H 5.560 -3.117 -1.122
O 3.861 5.738 4.674
H 3.050 5.936 5.160
H 4.551 6.168 5.187
O 4.287 5.658 1.474
H 3.544 5.991 0.953
H 3.976 5.726 2.387
O -0.316 3.034 0.970
H -1.018 2.515 0.557
H 0.310 2.371 1.289
O -4.211 -0.391 5.453
H -4.828 -1.136 5.489
H -3.651 -0.584 4.689
O -3.792 1.322 7.738
H -3.757 0.670 7.021
H -4.078 2.130 7.303
O 2.313 -5.141 -1.476
H 2.436 -5.655 -2.283
H 1.966 -4.294 -1.789
O -2.271 4.937 2.318
H -1.639 5.473 2.805
H -1.727 4.259 1.895
O 0.506 -4.521 2.220
H 0.129 -4.108 1.432
H 1.126 -5.168 1.870
O -2.282 -5.082 -3.414
H -1.318 -5.075 -3.452
H -2.509 -4.251 -2.963
O -3.284 3.681 -6.034
H -4.068 4.180 -6.288
H -2.931 4.166 -5.282
O 4.578 -5.780 1.484
H 3.881 -5.960 0.843
H 4.991 -4.968 1.162
O -5.932 -1.008 -5.326
H -6.180 -0.420 -4.605
H -5.587 -1.790 -4.881
O -1.823 -5.111 0.155
H -2.217 -4.735 -0.639
H -1.241 -5.805 -0.181
O -2.525 -1.297 -8.738
H -3.049 -2.093 -8.878
H -1.925 -1.277 -9.493
O -4.936 6.687 3.402
H -5.287 7.107 2.611
H -4.315 6.029 3.062
O 3.939 -3.445 3.440
H 4.082 -3.961 2.639
H 3.603 -2.598 3.122
O -2.144 -8.208 -2.281
H -2.068 -8.542 -3.180
H -2.624 -7.375 -2.379
O 1.426 5.058 -0.962
H 0.560 4.710 -0.714
H 1.733 4.451 -1.644
O -4.377 -3.687 4.321
H -5.143 -4.202 4.053
H -3.794 -4.339 4.713
O 5.727 8.083 1.721
H 5.190 7.285 1.576
H 6.348 8.083 0.978
O 5.146 5.751 -1.503
H 4.411 6.083 -2.029
H 4.832 5.811 -0.591
O 2.711 7.794 1.695
H 1.791 8.063 1.789
H 3.210 8.482 2.152
O -4.365 -2.753 7.399
H -3.420 -2.929 7.463
H -4.433 -1.801 7.531
O 2.661 -0.807 -7.781
H 1.928 -0.474 -8.311
H 2.346 -0.744 -6.870
O 1.040 -4.492 -6.342
H 1.992 -4.589 -6.244
H 0.868 -3.592 -6.045
O -5.934 0.855 -1.722
H -6.650 1.209 -2.262
H -6.200 1.051 -0.818
O 4.835 0.024 -1.980
H 4.468 0.884 -2.211
H 5.660 0.234 -1.531
O 0.626 5.260 -3.916
H -0.129 5.780 -4.208
H 0.974 5.752 -3.162
O -0.740 -4.269 4.898
H -1.269 -5.062 4.772
H -0.130 -4.277 4.147
O 0.633 -7.608 -1.503
H 1.280 -7.064 -1.035
H 1.163 -8.280 -1.944
O -3.105 1.361 -9.728
H -3.340 1.937 -8.995
H -2.759 0.564 -9.301
O -4.393 -6.322 4.709
H -5.008 -7.057 4.762
H -3.830 -6.554 3.957
O 3.292 0.295 7.327
H 3.043 0.899 8.034
H 3.612 -0.488 7.787
O 7.375 7.348 -0.684
H 6.678 6.816 -1.106
H 8.014 6.697 -0.376
O -0.456 -8.851 0.186
H -0.986 -8.356 -0.452
H 0.176 -9.330 -0.356
O 5.695 7.987 5.266
H 6.479 8.461 4.970
H 5.232 7.779 4.442
O -7.031 -1.685 5.768
H -7.174 -0.948 6.371
H -6.742 -2.406 6.343
O 1.634 0.952 -10.538
H 2.259 1.496 -10.048
H 2.186 0.292 -10.970
O 2.810 7.774 6.340
H 3.767 7.688 6.442
H 2.631 8.671 6.635

47
Properties=species:S:1:pos:R:3 method="wB97M-V/def2-TZVPD" total_charge=0 multiplicity=4 e_lumo_ev="-1.04 / -1.77" energy_ha=-3621.665777 homo_lumo_gap_ha="0.2441 / 0.2250"
Tc 0.071 -0.890 0.478
C -3.761 -2.747 1.465
C -4.639 -1.725 1.206
C -4.141 -0.503 0.733
C -2.804 -0.329 0.429
C -1.914 -1.399 0.682
C -2.409 -2.614 1.182
C -2.218 0.965 -0.024
C -3.003 1.919 -0.643
C -2.418 3.040 -1.167
C -1.006 3.216 -1.007
C -0.378 4.403 -1.386
C 0.935 4.637 -1.163
C 1.664 3.649 -0.424
C 1.104 2.479 -0.052
C -0.255 2.221 -0.325
N -0.897 1.058 0.097
H -4.065 -3.715 1.838
H -5.697 -1.873 1.319
H -4.909 0.241 0.513
H -1.754 -3.441 1.424
H -4.076 1.759 -0.722
H -3.031 3.765 -1.652
H -0.958 5.166 -1.860
H 1.405 5.548 -1.430
H 2.735 3.776 -0.164
H 1.739 1.754 0.500
O 0.794 -4.453 6.215
C 0.756 -3.781 5.261
S 0.982 -4.469 3.618
C 0.838 -2.927 2.767
C 0.615 -1.821 3.462
S 0.321 -0.300 2.696
S 0.470 -1.998 5.239
S 0.875 -2.965 1.029
F 5.898 -0.175 -3.095
C 4.614 -0.350 -2.827
C 4.135 -0.199 -1.540
F 4.947 0.238 -0.582
C 2.808 -0.466 -1.245
F 2.419 -0.233 0.039
C 1.934 -0.929 -2.209
S 0.280 -1.437 -1.888
C 2.419 -1.031 -3.499
F 1.589 -1.479 -4.456
C 3.744 -0.750 -3.801
F 4.239 -0.834 -5.029

60
Properties=species:S:1:pos:R:3 method="wB97M-V/def2-TZVPD" e_above_lowest_kcal_mol=0.00 total_charge=-2 multiplicity=3 e_lumo_ev="3.36 / 3.33" energy_ha=-3996.709914 homo_lumo_gap_ha="0.1977 / 0.1952"
Ni 0.772 -0.187 0.550
N -3.201 -0.203 1.081
C -2.026 0.419 0.987
N -1.327 -0.146 0.021
C -2.141 -1.132 -0.438
N -3.296 -1.212 0.183
C -1.758 -2.023 -1.545
C -2.389 -3.252 -1.746
N -2.037 -4.065 -2.732
C -1.040 -3.648 -3.512
C -0.420 -2.423 -3.319
N -0.784 -1.605 -2.341
H -3.924 -0.055 1.761
H -1.685 1.229 1.614
H -3.184 -3.570 -1.083
H -0.733 -4.306 -4.317
H 0.384 -2.085 -3.965
O 2.942 -1.081 6.159
C 2.504 -0.889 5.045
C 3.324 -0.642 3.793
O 4.541 -0.566 3.738
C 2.350 -0.533 2.709
C 1.031 -0.652 3.208
O 0.020 -0.585 2.430
C 1.042 -0.864 4.652
O 0.091 -1.002 5.407
O 2.573 -0.364 1.457
O -0.145 5.770 -0.125
C 0.652 5.000 -0.881
C 1.258 5.575 -2.000
C 2.076 4.817 -2.819
C 2.306 3.475 -2.541
C 1.714 2.907 -1.424
C 0.889 3.641 -0.580
C 0.247 3.003 0.627
O -0.542 3.721 1.304
O 0.468 1.802 0.916
H -0.476 5.127 0.590
H 1.064 6.621 -2.204
H 2.535 5.277 -3.687
H 2.933 2.875 -3.187
H 1.887 1.864 -1.202
O 6.820 -3.628 -2.914
N 6.008 -3.905 -2.043
O 6.085 -4.899 -1.340
C 4.889 -3.013 -1.850
C 4.734 -1.914 -2.691
C 3.650 -1.103 -2.531
C 2.670 -1.233 -1.465
O 1.819 -0.360 -1.254
C 2.867 -2.457 -0.709
C 3.946 -3.292 -0.877
N 1.879 -2.896 0.254
O 0.797 -2.313 0.290
O 2.107 -3.864 0.935
N 3.482 -0.049 -3.531
O 4.488 0.501 -3.955
O 2.357 0.193 -3.918
H 5.449 -1.715 -3.474
H 4.044 -4.166 -0.253

51
Properties=species:S:1:pos:R:3 method="wB97M-V/def2-TZVPD" total_charge=+2 e_lumo_ev="-9.39 / -9.38" energy_ha=-7549.275608 homo_lumo_gap_ha="0.1769 / 0.1771"
Tc 0.062 -0.131 0.554
Cl 5.090 -3.490 4.365
C 4.113 -2.766 3.184
C 2.719 -2.740 3.364
Cl 1.985 -3.478 4.714
C 1.953 -2.114 2.405
Cl 0.245 -1.927 2.528
C 2.515 -1.531 1.264
O 1.695 -0.912 0.417
C 3.899 -1.572 1.082
Cl 4.559 -0.830 -0.303
C 4.696 -2.194 2.041
Cl 6.387 -2.238 1.831
C -5.259 1.996 -1.043
C -4.410 1.993 -2.137
C -3.278 1.188 -2.146
C -3.010 0.375 -1.048
C -3.860 0.390 0.062
C -4.984 1.194 0.060
P -1.627 -0.805 -1.064
C -2.336 -2.452 -1.149
C -1.458 -3.524 -1.348
C -1.963 -4.787 -1.586
C -3.338 -4.991 -1.615
C -4.207 -3.934 -1.378
C -3.716 -2.660 -1.143
C -0.780 -0.470 -2.622
C -0.997 -1.149 -3.808
C -0.351 -0.722 -4.966
C 0.486 0.385 -4.937
C 0.698 1.079 -3.753
C 0.076 0.638 -2.593
H -6.137 2.628 -1.043
H -4.622 2.623 -2.990
H -2.635 1.181 -3.015
H -3.643 -0.245 0.913
H -5.643 1.205 0.918
H -0.387 -3.354 -1.321
H -1.290 -5.616 -1.758
H -3.733 -5.975 -1.826
H -5.276 -4.100 -1.387
H -4.402 -1.844 -0.972
H -1.662 -2.003 -3.833
H -0.506 -1.257 -5.892
H 0.986 0.706 -5.840
H 1.363 1.934 -3.731
S 0.721 4.051 2.172
As -1.056 3.338 1.500
S -1.198 1.036 1.954
S 0.432 1.435 -1.064
S -2.686 4.121 0.582